CH2F2N | ωB97M-V with the def2-TZVPD basis set

```
6
Properties=species:S:1:pos:R:3:forces:R:3
C -0.767048 -0.012510 0.073301 -0.1092 0.3265 -0.5896
F 1.587104 -1.208788 -0.026715 -3.1977 3.8095 0.0916
F 1.238243 1.244988 0.078828 -0.4679 1.1398 0.1412
H -1.536132 0.652640 -0.014365 -2.2636 2.2299 0.3010
N 0.390826 0.332144 0.022765 6.4853 -4.7731 0.0172
H -0.912991 -1.008475 -0.133813 -0.4469 -2.7326 0.0386
```
Forces are in eV/Å.

Properties
Calculated total energy: -7977.622 eV
E_HOMO (spin up / spin down): -20.04 / -20.04 eV
Molecular weight: 66.03 g mol⁻¹
Frontier orbital gap (spin up / spin down): 9.8 / 9.8 eV
Energy above the lowest of the compared OMol25 structures with the same formula, charge and spin: 72.6 kcal/mol
Total charge: +1
LUMO energy (spin up / spin down): -10.2 / -10.2 eV


CH2F2N2OP | ωB97M-V with the def2-TZVPD basis set

```
9
Properties=species:S:1:pos:R:3:forces:R:3
H 0.531577 -2.220370 -0.279993 -0.0108 -0.5736 -0.2112
O -0.928470 -0.536852 -0.205653 4.7179 -1.8453 0.7226
N 2.172266 -0.499977 -0.369139 -0.0335 0.7069 -0.0254
P 0.488597 -1.148134 0.598000 -2.7289 0.6108 -0.8954
H -2.403483 0.668000 0.030378 1.7533 0.8812 0.8588
N 2.972270 0.238655 -0.446708 0.1012 -0.2419 -0.2334
C -1.245477 0.748194 0.126884 -4.6885 1.0255 -1.4142
F -0.837161 1.682287 -0.748200 0.5601 -0.8081 -0.0488
F -0.750122 1.068198 1.294429 0.3291 0.2446 1.2471
```
Forces are in eV/Å.

Properties
Structure (SMILES): N#[N+]POC(F)F
Calculated total energy: -20811.974 eV
E_HOMO: -17.29 eV
Molecular weight: 127.01 g mol⁻¹
Frontier orbital gap: 10.2 eV
Energy above the lowest of the compared OMol25 structures with the same formula, charge and spin: 30.2 kcal/mol
Total charge: +1
LUMO energy: -7.1 eV


CH2F2NO2S | ωB97M-V with the def2-TZVPD basis set

```
9
Properties=species:S:1:pos:R:3:forces:R:3
S -2.487448 0.212614 0.295131 0.3384 -1.1299 -1.6407
H 1.330945 0.580219 -1.367969 -0.7211 0.7200 -1.8832
H -0.711707 -0.574188 1.282264 -0.0409 -0.7335 0.3854
O -2.698780 1.120739 -0.863534 0.3081 -0.0346 1.0571
O -3.003165 -1.161172 -0.016909 0.4510 0.8951 0.7263
F 1.829573 -0.974408 -0.354508 -0.1617 1.6028 0.9333
F 2.000792 1.265305 0.304429 0.0258 -0.9697 0.3896
N -0.903670 0.253901 0.749575 -0.4256 1.1872 -0.7484
C 1.274164 0.336223 -0.359192 0.2262 -1.5374 0.7807
```
Forces are in eV/Å.

Properties
Calculated total energy: -22922.351 eV
E_HOMO (spin up / spin down): -4.25 / -3.76 eV
Molecular weight: 130.09 g mol⁻¹
Frontier orbital gap (spin up / spin down): 7.8 / 7.7 eV
Energy above the lowest of the compared OMol25 structures with the same formula, charge and spin: 85.4 kcal/mol
Total charge: -1
LUMO energy (spin up / spin down): 3.5 / 4.0 eV


CH2F2O2S | ωB97M-V with the def2-TZVPD basis set

```
8
Properties=species:S:1:pos:R:3:forces:R:3
O -1.950835 -0.386177 -0.430563 0.5822 0.0406 -0.1873
H -0.327477 -1.308918 1.244991 -1.1854 2.0628 -1.6339
F 1.307337 1.326714 -0.360496 -0.3731 0.0569 0.2424
O -1.065591 0.920595 1.481179 0.4547 0.6895 -0.2866
S -0.873831 -0.049177 0.454591 1.3368 -3.3866 1.6971
H 0.481172 0.153535 -1.716326 0.7087 -1.2899 2.0531
C 0.769653 0.097080 -0.577039 -1.0292 2.6847 -1.3650
F 1.659571 -0.753652 -0.096338 -0.4946 -0.8579 -0.5197
```
Forces are in eV/Å.

Properties
Structure (SMILES): O=[SH](=O)C(F)F
Calculated total energy: -21432.104 eV
E_HOMO: -11.27 eV
Molecular weight: 116.09 g mol⁻¹
Frontier orbital gap: 11.6 eV
Energy above the lowest of the compared OMol25 structures with the same formula, charge and spin: 5.6 kcal/mol
LUMO energy: 0.4 eV


CH2F2O3S2 | ωB97M-V with the def2-TZVPD basis set

```
10
Properties=species:S:1:pos:R:3:forces:R:3
O -0.305860 0.506466 1.747200 -0.3336 -1.0412 1.1434
S -0.478924 1.365835 0.612860 -0.2472 0.7979 -0.0115
O 2.397177 1.617955 1.003100 0.4828 0.1200 -0.1495
F -2.728421 -0.155175 -0.013345 0.5944 0.5211 -0.1396
H 1.603675 -0.409221 0.830236 -0.3366 -1.3414 1.0284
O 0.565293 0.809507 -0.534496 0.5374 -0.2589 -0.8505
S 2.109162 0.530282 0.077776 -0.0863 1.2582 -0.7553
F -2.681507 2.029232 -0.247122 -1.3759 0.6545 -0.0940
H -1.565201 0.841479 -1.520233 -1.4641 -0.2838 2.2645
C -2.001394 0.903595 -0.402614 2.2290 -0.4264 -2.4358
```
Forces are in eV/Å.

Properties
Calculated total energy: -34314.284 eV
E_HOMO: -10.17 eV
Molecular weight: 164.15 g mol⁻¹
Frontier orbital gap: 10.4 eV
Energy above the lowest of the compared OMol25 structures with the same formula, charge and spin: 0.6 kcal/mol
LUMO energy: 0.2 eV


CH2F3GaNO3S | ωB97M-V with the def2-TZVPD basis set

```
12
Properties=species:S:1:pos:R:3:forces:R:3
H 1.076492 -0.950655 0.763440 0.9191 2.4094 -0.9493
H 2.699106 -1.722354 -0.021202 0.1617 -0.2336 0.0564
N 0.663583 0.501166 1.230412 0.9537 -1.0061 -1.1349
O -1.118316 2.276747 0.498574 2.0491 -1.9009 -0.7869
C -1.624300 -0.200740 -0.106522 -0.0962 0.2305 0.1207
F -2.434634 -0.284169 0.948120 0.1671 0.1128 -0.0511
F -2.359046 0.087095 -1.178120 0.1375 0.0361 0.0045
O 0.354355 1.096041 -1.175564 0.2365 0.3745 -1.0349
O 1.963232 -1.131669 -0.190102 -0.8925 -1.2170 0.8162
Ga 2.137000 0.645748 -0.695100 -0.6805 0.4422 1.2028
F -1.063706 -1.402006 -0.284638 0.1224 -0.1842 -0.1501
S -0.293764 1.084795 0.210700 -3.0777 0.9365 1.9065
```
Forces are in eV/Å.

Properties
Calculated total energy: -80062.495 eV
E_HOMO (spin up / spin down): -9.82 / -9.77 eV
Molecular weight: 234.81 g mol⁻¹
Frontier orbital gap (spin up / spin down): 9.5 / 6.5 eV
Energy above the lowest of the compared OMol25 structures with the same formula, charge and spin: 8.8 kcal/mol
LUMO energy (spin up / spin down): -0.3 / -3.2 eV
Spin multiplicity: 2
<S²>: 0.753


CH2F3NO | ωB97M-V with the def2-TZVPD basis set

```
8
Properties=species:S:1:pos:R:3:forces:R:3
O -0.642184 1.869596 -0.222505 -2.9808 1.3789 -1.1276
H -0.125889 -0.371952 0.886557 0.2715 0.4585 0.4744
C 0.508813 1.672985 0.284150 5.2316 -5.8655 0.0366
N 0.530397 -0.013041 0.190710 0.0288 3.2167 1.2005
F 0.788885 1.952173 1.539369 -0.8180 0.7394 0.3569
F 1.621553 2.078713 -0.426547 -1.8124 0.0520 0.3403
H 0.059794 -0.298499 -0.636333 -0.1523 0.1004 -1.4422
F -0.892204 3.303559 -0.359615 0.2315 -0.0805 0.1611
```
Forces are in eV/Å.

Properties
Structure (SMILES): NC(F)(F)OF
Calculated total energy: -12755.236 eV
E_HOMO: -11.29 eV
Molecular weight: 101.03 g mol⁻¹
Frontier orbital gap: 10.5 eV
Energy above the lowest of the compared OMol25 structures with the same formula, charge and spin: 61.1 kcal/mol
LUMO energy: -0.8 eV


CH2F3NS2 | ωB97M-V with the def2-TZVPD basis set

```
9
Properties=species:S:1:pos:R:3:forces:R:3
N -1.819791 0.600769 -0.462213 -1.3274 -3.0576 -2.8554
F 1.223486 -1.178776 -0.563089 -0.5864 0.2661 -0.2379
C 1.769732 -0.100309 -0.034350 2.4005 -0.8290 0.0000
S -2.143261 -0.784546 0.461069 0.2609 -0.5059 2.1443
F 2.360023 -0.442316 1.103784 -1.0849 0.1298 1.1093
S -0.919290 1.718025 0.151844 1.8942 2.2393 0.1354
H -1.417726 -0.316149 1.601406 -0.9450 -0.6746 -1.4747
H -1.884120 0.229348 -1.487935 0.4592 1.7610 2.0213
F 2.830943 0.273957 -0.770514 -1.0712 0.6710 -0.8424
```
Forces are in eV/Å.

Properties
Calculated total energy: -32378.370 eV
E_HOMO (spin up / spin down): -9.24 / -8.40 eV
Molecular weight: 149.16 g mol⁻¹
Frontier orbital gap (spin up / spin down): 8.1 / 7.2 eV
Energy above the lowest of the compared OMol25 structures with the same formula, charge and spin: 71.6 kcal/mol
LUMO energy (spin up / spin down): -1.1 / -1.2 eV


CH2F3O2P | ωB97M-V with the def2-TZVPD basis set

```
9
Properties=species:S:1:pos:R:3:forces:R:3
F -1.676009 2.698885 1.525743 0.1531 -0.3625 -0.0133
H -1.546976 -0.506221 -0.884465 -1.9246 4.4783 -1.0470
F -0.542156 3.588891 -0.015520 0.3988 0.6412 -0.0030
P 0.056676 -1.289000 0.497196 -1.3744 3.2968 -0.9477
O -1.119258 -1.240314 -0.630180 2.6021 -5.8269 1.2046
O -0.918458 1.461091 -0.150186 -0.1104 -2.2910 -1.3548
F -0.812905 -0.458099 1.626844 0.7556 -0.8566 0.3356
C -1.017855 2.450328 0.413602 -0.7753 2.6872 1.1179
H 0.646983 0.026623 0.007276 0.2752 -1.7666 0.7076
```
Forces are in eV/Å.

Properties
Structure (SMILES): O=C(F)F.OPF
Calculated total energy: -22606.159 eV
E_HOMO: -10.01 eV
Molecular weight: 133.99 g mol⁻¹
Frontier orbital gap: 10.6 eV
Energy above the lowest of the compared OMol25 structures with the same formula, charge and spin: 12.2 kcal/mol
LUMO energy: 0.6 eV


CH2F4Si | ωB97M-V with the def2-TZVPD basis set

```
8
Properties=species:S:1:pos:R:3:forces:R:3
C 1.286110 -0.127876 -0.069005 -4.3250 -1.4281 3.8887
F 1.508319 -1.454769 0.186118 -0.3192 -0.6578 -0.7690
F -1.597633 1.558677 0.877694 0.5557 -1.6758 -1.0777
F -1.672039 0.349110 -1.450480 -0.0635 0.1405 0.0243
F -1.821552 -1.031255 0.667696 -0.2844 -0.4909 0.3859
Si -1.150510 0.220169 0.032093 3.2771 1.5920 0.4943
H 1.609488 0.180389 -0.954589 1.0756 0.9271 -4.0750
H 1.837816 0.305554 0.710472 0.0837 1.5931 1.1286
```
Forces are in eV/Å.

Properties
Calculated total energy: -19820.503 eV
E_HOMO: -10.65 eV
Molecular weight: 118.10 g mol⁻¹
Frontier orbital gap: 10.9 eV
Energy above the lowest of the compared OMol25 structures with the same formula, charge and spin: 45.5 kcal/mol
LUMO energy: 0.3 eV


CH2FI | ωB97M-V with the def2-TZVPD basis set

```
5
Properties=species:S:1:pos:R:3:forces:R:3
H 0.119871 -0.209099 0.963544 -0.4222 1.2615 -1.4304
H 0.006782 0.118047 -1.019842 -0.1697 -1.0472 1.1209
I -2.859495 0.061641 -0.034516 2.5081 0.2652 0.1764
F 0.048176 1.731593 -0.023250 -0.2163 -1.2316 1.3666
C -0.181103 0.387299 0.037526 -1.6999 0.7521 -1.2335
```
Forces are in eV/Å.

Properties
Calculated total energy: -11885.767 eV
E_HOMO (spin up / spin down): -9.45 / -9.45 eV
Molecular weight: 159.93 g mol⁻¹
Frontier orbital gap (spin up / spin down): 8.1 / 8.1 eV
Energy above the lowest of the compared OMol25 structures with the same formula, charge and spin: 17.6 kcal/mol
LUMO energy (spin up / spin down): -1.4 / -1.4 eV


CH2FNO | ωB97M-V with the def2-TZVPD basis set

```
6
Properties=species:S:1:pos:R:3:forces:R:3
H -1.097028 -0.316952 1.937651 -1.7501 -0.8427 1.9718
N 0.979116 0.186540 -1.747597 1.1228 0.5770 -2.0004
F -1.715634 -0.588151 2.663635 1.8002 0.8314 -2.0727
O -0.033144 -0.156769 0.313667 -0.5764 -0.0448 1.7132
C 0.500987 0.109432 -0.676279 -0.1674 -0.1106 -0.6189
H 1.365703 0.765900 -2.491077 -0.4291 -0.4103 1.0072
```
Forces are in eV/Å.

Properties
Structure (SMILES): N=C=O.F
Calculated total energy: -7324.456 eV
E_HOMO: -11.82 eV
Molecular weight: 63.03 g mol⁻¹
Frontier orbital gap: 12.3 eV
Energy above the lowest of the compared OMol25 structures with the same formula, charge and spin: 11.6 kcal/mol
LUMO energy: 0.5 eV


Question: Among the records above, which one has the lowest energy above the lowest of the compared OMol25 structures with the same formula, charge and spin?
Answer: CH2F2O3S2


Question: molecular weight of number 11 (CH2FI)?
Answer: 159.93 g mol⁻¹